12 unconnected molecules or ions with the total composition C24H75N15O12, computed with ωB97M-V/def2-TZVPD.

Summary:
HOMO: -0.3190 hartree
charge: 0
SMILES: COC[C@H](C)N.COC[C@H](C)N.COC[C@H](C)N.NC(N)=O.NC(N)=O.NC(N)=O.NC(N)=O.NC(N)=O.NC(N)=O.CCO.CCO.CCO
gap between HOMO and LUMO: 8.86 eV

Each line ends with the Mulliken charge.
Element x y z (Å)
C (2.46817, -7.04935, 1.98135)  -0.80
O (2.73180, -5.76954, 1.50244)  -0.33
C (2.51772, -4.74933, 2.45366)  -0.98
C (2.59938, -3.39461, 1.74701)  0.86
C (2.32555, -2.21669, 2.67474)  -1.31
N (1.65379, -3.37772, 0.59079)  -0.53
H (3.02214, -7.29940, 2.89079)  0.31
H (2.68571, -7.82652, 1.24543)  0.27
H (1.40938, -7.27787, 2.16942)  0.31
H (1.47752, -4.83474, 2.79613)  0.33
H (3.26692, -4.81919, 3.24591)  0.49
H (3.59657, -3.30368, 1.30368)  0.34
H (3.04739, -2.02768, 3.46340)  0.47
H (1.33851, -2.43206, 3.10850)  0.33
H (2.05673, -1.30498, 2.13709)  0.02
H (2.19426, -2.86728, -0.10247)  -0.14
H (1.68550, -4.32469, 0.20954)  0.32
C (-1.16393, 0.48433, -7.20423)  -0.92
O (-1.01998, 0.13013, -5.84263)  -0.16
C (-0.55233, -1.18349, -5.62828)  -1.51
C (-0.24571, -1.40457, -4.13996)  2.88
C (0.35045, -2.75173, -3.89545)  -1.93
N (-1.49817, -1.27284, -3.36410)  -0.47
H (-1.97641, -0.11590, -7.63264)  0.33
H (-0.27527, 0.32395, -7.81897)  0.30
H (-1.40956, 1.54620, -7.22110)  0.28
H (-1.30889, -1.87134, -6.03805)  0.41
H (0.34312, -1.39673, -6.22889)  0.47
H (0.49899, -0.65807, -3.85249)  -1.36
H (1.42101, -2.78797, -4.12095)  0.35
H (-0.09229, -3.51680, -4.54169)  0.43
H (0.30989, -3.11588, -2.86684)  0.42
H (-2.12273, -2.04600, -3.56760)  0.26
H (-1.92679, -0.42126, -3.70648)  -0.03
C (-0.17915, 3.46714, 8.22814)  -0.76
O (-0.14832, 2.89927, 6.93957)  -0.27
C (0.55904, 3.71706, 6.00967)  -0.78
C (0.25388, 3.17157, 4.59970)  0.76
C (0.58205, 1.69089, 4.44323)  -1.06
N (1.04171, 3.94721, 3.62991)  -0.56
H (0.85814, 3.59438, 8.55198)  0.30
H (-0.78525, 2.82785, 8.86939)  0.24
H (-0.71401, 4.42395, 8.28373)  0.29
H (0.14497, 4.73275, 5.99284)  0.34
H (1.58933, 3.74859, 6.37314)  0.33
H (-0.80348, 3.31064, 4.36135)  0.14
H (1.66027, 1.49927, 4.41006)  0.30
H (0.20458, 1.30183, 3.49710)  -0.07
H (0.26596, 1.07757, 5.28662)  0.51
H (1.05947, 3.55382, 2.69050)  0.14
H (0.56293, 4.83281, 3.48939)  0.30
N (4.78175, -1.85973, -1.07921)  -0.37
C (3.87121, -0.84303, -1.25028)  0.22
N (2.84658, -1.16865, -2.06163)  0.45
O (3.89854, 0.21936, -0.63567)  -0.73
H (4.63319, -2.78589, -1.42472)  0.17
H (5.49431, -1.67038, -0.39346)  0.24
H (2.78683, -2.10068, -2.42427)  0.19
H (2.05152, -0.55133, -2.19116)  -0.65
N (3.83420, 1.52353, -3.64384)  -0.32
C (2.78601, 1.52602, -4.50593)  0.52
N (1.70587, 2.22604, -4.03864)  -0.28
O (2.92323, 1.10408, -5.65638)  -0.72
H (3.72140, 1.67629, -2.65164)  0.11
H (4.64373, 0.98435, -3.89725)  0.26
H (1.58920, 2.27385, -3.04488)  -0.03
H (0.99647, 2.35788, -4.73758)  0.15
N (-0.82393, -0.32044, -0.77302)  0.51
C (0.20943, 0.49977, -0.52357)  0.18
N (0.44528, 0.73463, 0.78488)  0.51
O (0.94409, 0.93746, -1.44550)  0.37
H (-1.18224, -0.42016, -1.73878)  -0.18
H (-1.39880, -0.75756, -0.07386)  -0.04
H (1.22043, 1.31039, 1.07085)  -0.32
H (-0.12392, 0.20685, 1.42472)  0.01
N (3.93291, 1.97370, 1.43790)  -0.03
C (4.46212, 1.74909, 2.67370)  0.44
N (4.09011, 2.65258, 3.62107)  -0.27
O (5.22157, 0.80588, 2.91830)  -0.72
H (3.24619, 2.71171, 1.32274)  0.09
H (3.99745, 1.24793, 0.72724)  0.38
H (4.42791, 2.70583, 4.56038)  0.24
H (3.26114, 3.20169, 3.44233)  0.03
N (2.76804, 5.37487, -0.12755)  -0.42
C (2.09198, 4.17449, -0.14823)  0.66
N (1.73330, 3.77171, -1.38847)  -0.18
O (1.67074, 3.57677, 0.85268)  -0.72
H (2.92824, 5.88908, 0.71607)  0.23
H (3.17940, 5.62712, -1.00356)  0.16
H (2.05362, 4.40531, -2.09445)  0.10
H (1.23747, 2.89158, -1.48263)  -0.20
N (-1.92968, 2.04859, -3.38523)  -0.07
C (-3.26109, 2.02994, -3.75735)  0.27
N (-3.51814, 1.43075, -4.92853)  -0.16
O (-4.15922, 2.51873, -3.05699)  -0.76
H (-1.34475, 2.01974, -4.19968)  0.09
H (-1.67197, 2.44377, -2.49907)  0.13
H (-4.44232, 1.34908, -5.30816)  0.20
H (-2.77419, 1.00096, -5.48133)  0.33
C (-4.50107, 0.88984, 2.79984)  -0.62
C (-5.85412, 0.44684, 2.33409)  -0.37
O (-6.49602, 1.34482, 1.44228)  -0.55
H (-3.82800, 0.91675, 1.93976)  0.01
H (-4.11007, 0.24040, 3.58471)  0.33
H (-4.53041, 1.88826, 3.23918)  0.29
H (-6.54379, 0.31852, 3.17688)  0.37
H (-5.84752, -0.61520, 2.05238)  0.17
H (-6.24096, 1.11595, 0.53795)  0.37
C (-2.13703, -4.13941, 1.02927)  -1.02
C (-1.76028, -3.07294, 2.01971)  -0.34
O (-0.86790, -2.12606, 1.45238)  0.06
H (-1.26194, -4.47429, 0.47560)  0.25
H (-2.90581, -3.71070, 0.38130)  0.14
H (-2.63556, -4.96682, 1.53953)  0.41
H (-1.29880, -3.48806, 2.92864)  0.30
H (-2.66325, -2.66183, 2.47995)  0.40
H (-0.06971, -2.62238, 1.19156)  -0.13
C (-6.43815, -1.40115, -1.51276)  -1.46
C (-5.11736, -0.65794, -1.63524)  0.48
O (-5.23211, 0.70891, -1.24241)  -0.42
H (-7.21527, -0.87962, -2.07212)  0.35
H (-6.77852, -1.67480, -0.51223)  0.29
H (-6.42303, -2.39905, -1.96720)  0.41
H (-4.83733, -0.68653, -2.69242)  0.23
H (-4.33132, -1.09467, -1.01307)  -0.10
H (-4.69045, 1.23431, -1.86134)  0.22

5 unconnected molecules or ions with the total composition C4H16NO6, computed with ωB97M-V/def2-TZVPD.

Summary:
HOMO (alpha / beta): -0.3874 / -0.3904 hartree
charge: 0
gap between HOMO and LUMO (alpha / beta): 10.71 / 7.17 eV
2S+1: 2

Each line ends with the Mulliken charge.
Element x y z (Å)
C (1.65251, -0.84383, -1.47529)  0.18
N (0.48854, -0.22917, -1.19639)  0.20
C (-0.72509, -0.90557, -0.73324)  -1.33
C (0.47853, 1.21950, -1.10450)  -0.89
C (0.06532, 1.85608, 0.32292)  -0.21
O (-1.25106, 1.70173, 0.48084)  -0.58
O (1.71120, -2.07202, -1.40474)  -0.64
H (2.49862, -0.31385, -1.93010)  0.35
H (-0.75582, -1.93529, -1.05665)  0.60
H (-0.59787, -0.95512, 0.36913)  0.38
H (-1.60157, -0.29582, -0.92601)  0.31
H (1.45544, 1.56646, -1.41511)  0.49
H (-0.20373, 1.62906, -1.85503)  0.31
H (0.41888, 2.88381, 0.15748)  0.37
H (0.68889, 1.34316, 1.05096)  0.29
H (2.34279, -3.09956, 1.45527)  0.31
H (2.75952, -3.08732, 0.00330)  0.36
O (3.10514, -3.23604, 0.89317)  -0.64
H (-2.21599, 4.53994, 0.73396)  0.33
H (-1.63541, 3.77261, -0.39599)  0.34
O (-1.73893, 4.68787, -0.10643)  -0.64
H (-1.83077, 0.40099, 3.32628)  0.29
H (-1.89034, 1.12773, 1.84343)  0.48
O (-2.28245, 0.98295, 2.72610)  -0.68
H (-0.95913, -3.11384, 0.11550)  0.33
H (0.47003, -3.69806, 0.00141)  0.32
O (-0.44724, -3.92640, 0.11971)  -0.63

4 unconnected molecules or ions with the total composition C2H11NO3, computed with ωB97M-V/def2-TZVPD.

Summary:
HOMO (alpha / beta): -0.5233 / -0.5233 hartree
charge: +1
gap between HOMO and LUMO (alpha / beta): 9.11 / 5.37 eV
2S+1: 2

Each line ends with the Mulliken charge.
Element x y z (Å)
C (-0.41506, -0.11991, 0.60578)  -0.52
C (1.27010, 0.84586, -0.89771)  -0.24
N (0.27469, 0.90915, -0.18213)  0.14
H (-0.37089, 0.15328, 1.65600)  0.19
H (0.02074, -1.10018, 0.40705)  0.35
H (-1.47348, -0.18303, 0.35034)  0.27
H (1.61664, 1.72710, -1.46420)  0.36
H (1.92140, -0.00615, -1.12621)  0.38
H (0.99915, 0.93047, -4.43915)  0.34
H (1.53165, 0.16058, -3.16146)  0.32
O (1.67441, 0.90141, -3.75313)  -0.61
H (-3.65950, -2.51806, -0.54892)  0.33
H (-2.61927, -1.89209, -1.51925)  0.32
O (-3.19508, -1.71094, -0.77657)  -0.63
H (0.54894, 0.31667, 4.29814)  0.27
H (0.84104, 0.62405, 5.72277)  0.34
O (1.03452, 0.96180, 4.82866)  -0.62

Calculated total energy (computed, Ha): -2683.83389, -668.09441, -362.88195
Relative energy (zero: lowest compared OMol25 entry of this formula, charge and spin) (computed, kJ/mol): 155.3, 90.5, 206.0